(1)
The following is a quantum chemistry calculation of an isolated ion of composition C4H10N3 and charge +1 at a distorted geometry, from OMol25.

The HOMO-LUMO gap (spin up / spin down) comes out at 0.2858 / 0.2431 hartree. The value obtained for the total energy is -8768.2839 eV. For the energy above the lowest of the compared OMol25 structures with the same formula, charge and spin, the calculation gives 207.3 kJ/mol. The value obtained for the highest occupied orbital energy (spin up / spin down) is -10.75 / -14.28 eV.

```
! RIJCOSX wB97M-V def2-TZVPD def2/J DEFGRID3
* xyz 1 3
H -2.813 -0.208 0.761
H 1.342 1.875 0.892
H -0.807 1.830 0.331
N 2.068 0.075 0.051
H 1.712 1.883 -0.718
H -2.421 -0.410 -0.985
H -0.049 -2.076 0.874
N 1.697 -1.092 0.159
H -0.698 1.211 -1.200
H 0.170 -1.891 -0.791
C 0.193 -1.304 0.135
N -0.610 -0.204 0.233
C 1.262 1.269 0.044
C -0.244 1.044 -0.226
H -1.902 -1.639 0.145
C -2.024 -0.642 0.088
H 3.124 0.279 0.207
*
```

Results of the natural (NBO) charge analysis, in e, for atoms 1 through 2: 0.276, 0.218

***

(2)
The following is a quantum chemistry calculation of an isolated ion of composition C4H10N3O and charge +1 at a distorted geometry, from OMol25.

As for the structure (SMILES): CN/[NH+]=C(C)\N=C\O. The HOMO-LUMO gap comes out at 0.3770 hartree. The value obtained for the total energy is -10818.9530 eV. For the energy above the lowest of the compared OMol25 structures with the same formula, charge and spin, the calculation gives 236.5 kJ/mol. The value obtained for the highest occupied orbital energy is -13.74 eV.

```
! RIJCOSX wB97M-V def2-TZVPD def2/J DEFGRID3
* xyz 1 1
C 2.081 -0.462 0.448
N -0.872 -1.097 -0.371
O 2.995 -1.283 0.170
H 1.780 -0.514 1.495
H -3.115 -1.082 -0.462
C 0.318 1.030 -0.273
H -0.630 -1.260 -1.327
H 3.350 -1.386 -0.671
N 1.448 0.334 -0.339
H 0.618 2.312 1.259
C -2.193 -1.679 0.037
H 1.329 2.799 -0.392
H -2.288 -1.652 1.169
H -0.401 3.099 -0.018
C 0.424 2.423 0.133
H -2.289 -2.627 -0.342
H -1.795 0.663 -0.349
N -0.760 0.381 -0.168
*
```

Results of the natural (NBO) charge analysis, in e, for atoms 1 through 2: 0.541, -0.453

***

(3)
The following is a quantum chemistry calculation of C4H10N3O3 as an isolated structure at a distorted geometry, from OMol25.

The HOMO-LUMO gap comes out at 0.2848 hartree. The value obtained for the total energy is -14919.6677 eV. For the energy above the lowest of the compared OMol25 structures with the same formula, charge and spin, the calculation gives 85.5 kJ/mol. The value obtained for the highest occupied orbital energy is -3.86 eV.

```
! RIJCOSX wB97M-V def2-TZVPD def2/J DEFGRID3
* xyz -1 1
H 2.074 -1.449 -1.045
N -3.697 0.643 -0.317
H 1.175 -1.226 2.001
H 0.174 -1.099 -1.481
H 0.587 -2.248 -0.346
H 2.744 -0.801 1.145
H -3.360 -0.218 -0.894
N -0.327 0.373 0.496
C -1.431 -0.056 -0.020
H 0.560 2.465 -0.259
C 0.892 -0.170 0.280
O -2.548 0.783 0.523
C 0.978 -1.356 -0.766
H 1.814 0.471 2.064
C 1.808 -0.439 1.545
O -1.747 -0.873 -0.881
H 1.428 1.082 -1.642
N 1.832 1.202 -0.654
H -4.420 0.412 0.368
O 1.465 2.500 -0.118
*
```

Results of the natural (NBO) charge analysis, in e, for atoms 1 through 2: 0.203, -0.579

***

(4)
The following is a quantum chemistry calculation of C4H10N3O4S2 as an isolated structure at a distorted geometry, from OMol25.

The HOMO-LUMO gap comes out at 0.2968 hartree. The value obtained for the total energy is -38640.4982 eV. For the energy above the lowest of the compared OMol25 structures with the same formula, charge and spin, the calculation gives 0.0 kJ/mol. The value obtained for the highest occupied orbital energy is -4.65 eV.

```
! RIJCOSX wB97M-V def2-TZVPD def2/J DEFGRID3
* xyz -1 1
H 2.844 -0.965 -0.101
H -0.104 0.194 -1.964
H 1.385 -1.919 -1.681
O -2.843 -2.251 0.563
H -3.902 0.909 -0.335
O -1.845 1.324 -1.404
H 0.614 1.417 1.578
H 2.496 -0.266 2.027
C 0.772 0.226 -1.333
N 0.472 1.125 -0.332
S -1.179 1.226 -0.141
H 1.730 0.661 -1.792
O -3.922 0.073 0.114
C 0.975 -1.252 -0.878
H 0.792 -0.799 1.878
H 0.105 -1.736 -0.565
H 2.264 1.451 0.683
S -2.584 -0.998 -0.119
O -1.450 2.398 0.697
C 1.277 1.017 0.866
N 1.966 -1.326 0.249
N -1.453 -0.130 0.658
C 1.589 -0.378 1.330
*
```

Results of the natural (NBO) charge analysis, in e, for atoms 1 through 2: 0.321, 0.243